Record 1
Density functional theory data (ωB97M-V with the def2-TZVPD basis set) for a structure of composition C46H57BCaN10O2SSb at a distorted geometry.

The total energy is -3825.292138 a.u. The highest occupied orbital energy (spin up / spin down) comes out at -0.0500 / -0.0500 Eh. The relative energy (zero: lowest compared OMol25 entry of this formula, charge and spin) is 84.2 kcal/mol. The total charge is -1. The orbital gap (spin up / spin down) comes out at 1.48 / 1.48 eV.

Geometry as XYZ:
```
119
Properties=species:S:1:pos:R:3:mulliken_charge:R:1
Ca -17.15 6.53 -13.74 0.87
B -19.38 6.93 -15.88 0.51
N -19.03 8.43 -15.77 0.40
C -19.35 9.37 -16.68 -0.16
C -18.54 10.47 -16.43 -0.87
C -17.71 10.09 -15.36 -0.37
N -18.03 8.85 -14.96 -0.55
N -18.49 6.12 -16.85 0.61
C -18.72 5.51 -18.06 -0.93
C -17.61 4.71 -18.32 -0.85
C -16.80 4.82 -17.19 -0.51
N -17.34 5.65 -16.32 -0.52
H -20.55 6.61 -16.11 -0.23
H -19.25 6.49 -14.68 -0.42
H -20.09 9.05 -17.43 0.38
H -18.67 11.44 -16.91 0.36
H -16.76 10.52 -14.97 0.46
H -19.67 5.71 -18.53 0.69
H -17.32 4.20 -19.22 0.48
H -15.92 4.25 -16.87 0.57
C -17.74 3.08 -8.88 -0.20
N -18.30 4.11 -8.55 0.08
C -19.49 4.68 -8.01 0.25
C -20.85 3.49 -10.93 0.06
N -20.02 3.45 -11.68 0.56
C -20.18 3.45 -13.07 -0.03
C -21.18 4.32 -13.56 -0.46
C -21.90 4.05 -14.72 -1.24
C -21.53 2.90 -15.38 -0.69
C -20.50 1.99 -14.84 0.71
C -20.03 0.96 -15.67 -1.29
C -18.70 0.56 -15.70 -0.95
C -17.87 0.93 -14.65 -0.27
C -18.35 1.69 -13.56 -0.19
N -17.54 1.96 -12.44 -0.32
C -16.88 0.97 -12.01 -0.09
N -15.63 1.21 -11.52 0.34
C -15.03 2.46 -11.83 -1.43
C -15.32 0.75 -10.16 -1.05
N -17.30 -0.36 -11.92 0.43
C -16.64 -1.50 -12.54 -1.11
C -18.71 -0.53 -11.73 -0.83
C -19.68 2.27 -13.73 1.36
N -21.79 3.45 -10.12 -0.33
C -22.67 4.71 -10.07 -1.05
C -22.67 2.32 -10.66 -0.84
H -16.51 6.22 -7.41 -0.02
H -18.43 6.45 -19.71 0.13
H -23.98 -3.47 -5.96 0.00
H -19.59 4.35 -6.94 0.37
H -20.27 4.30 -8.67 -0.35
H -19.51 5.77 -8.15 -0.12
H -21.29 5.24 -12.96 0.75
H -22.65 4.72 -15.15 0.47
H -21.98 2.64 -16.36 0.35
H -20.70 0.65 -16.44 0.44
H -18.37 0.01 -16.56 0.52
H -16.83 0.70 -14.71 0.71
H -14.88 2.63 -12.88 0.40
H -14.06 2.58 -11.37 0.41
H -15.51 3.43 -11.71 0.55
H -16.19 0.64 -9.53 0.34
H -14.59 1.50 -9.76 0.39
H -14.78 -0.18 -10.11 0.29
H -15.60 -1.23 -12.70 0.38
H -17.18 -1.78 -13.47 0.31
H -16.65 -2.37 -11.89 0.30
H -19.02 0.34 -11.15 0.12
H -18.96 -1.45 -11.21 0.42
H -19.23 -0.52 -12.70 0.28
H -22.04 5.58 -10.21 0.42
H -23.15 4.69 -9.08 0.34
H -23.40 4.56 -10.86 0.47
H -22.07 1.61 -11.21 0.40
H -23.40 2.79 -11.31 0.26
H -23.11 1.87 -9.78 0.37
H -23.46 -3.73 -6.33 0.00
C -9.83 5.65 -16.09 -0.69
O -11.09 5.38 -15.61 -0.83
C -12.75 7.87 -17.91 0.03
O -13.67 7.20 -17.84 -0.05
H -9.23 4.72 -16.11 0.16
H -9.38 6.35 -15.53 0.24
H -9.84 6.16 -17.07 0.12
S -15.67 6.69 -11.59 -0.63
Sb -15.19 8.39 -8.99 0.68
C -17.22 8.58 -8.19 -0.09
C -18.26 8.63 -9.10 -0.23
C -19.56 8.85 -8.62 -0.70
C -19.80 8.95 -7.26 -0.39
C -18.76 8.70 -6.40 -0.49
C -17.49 8.42 -6.85 -0.34
C -12.89 8.52 -8.15 -0.03
C -12.58 7.89 -6.92 -0.33
C -11.66 6.85 -6.89 -0.45
C -11.12 6.36 -8.09 -0.41
C -11.22 7.09 -9.25 -0.62
C -12.09 8.21 -9.27 -0.26
C -15.26 10.09 -10.33 0.30
C -14.37 10.21 -11.40 -0.19
C -14.30 11.37 -12.16 -1.01
C -15.22 12.38 -11.89 -0.30
C -16.07 12.29 -10.82 -0.75
C -16.07 11.17 -10.02 -0.22
H -18.09 8.67 -10.17 0.36
H -20.34 9.07 -9.33 0.46
H -20.78 9.26 -6.87 0.35
H -18.92 8.84 -5.34 0.34
H -16.67 8.23 -6.15 0.37
H -13.08 8.31 -6.03 0.31
H -11.41 6.41 -5.91 0.31
H -10.57 5.44 -8.08 0.39
H -10.73 6.71 -10.14 0.38
H -12.24 8.74 -10.20 0.31
H -13.77 9.34 -11.69 0.45
H -13.65 11.45 -13.03 0.40
H -15.23 13.30 -12.50 0.30
H -16.76 13.11 -10.59 0.37
H -16.79 11.11 -9.21 0.33
```

Record 2
Density functional theory data (ωB97M-V with the def2-TZVPD basis set) for a structure of composition C46H57BClN5O4P2ReSSb2.

The total energy is -4485.818644 a.u. The highest occupied orbital energy (spin up / spin down) comes out at -0.4475 / -0.4584 Eh. The relative energy (zero: lowest compared OMol25 entry of this formula, charge and spin) is 0.0 kcal/mol. As for the spin multiplicity: 4. The total charge is +2. The orbital gap (spin up / spin down) comes out at 6.62 / 5.60 eV.

Geometry as XYZ:
```
120
Properties=species:S:1:pos:R:3:mulliken_charge:R:1
Re 0.05 0.24 -0.01 -0.35
C -2.00 -2.30 -3.50 -1.06
Sb -2.17 -2.03 -1.40 0.62
C -4.25 -1.54 -1.12 -1.30
C -2.47 -4.10 -0.83 -1.69
C -1.40 -4.99 -1.38 0.66
C -1.59 -5.61 -2.61 -0.62
C -0.60 -6.41 -3.17 -0.69
C 0.59 -6.60 -2.49 -0.84
C 0.79 -6.00 -1.26 -0.78
C -0.19 -5.19 -0.69 0.91
C 0.07 -4.58 0.65 -1.67
Sb 0.94 -2.60 0.66 0.99
C 2.85 -3.18 -0.06 -1.38
C 1.36 -2.59 2.75 -1.29
H -2.98 -2.59 -3.89 0.62
H -1.28 -3.10 -3.68 0.55
H -1.67 -1.39 -3.99 -0.01
H -4.80 -1.87 -2.00 0.46
H -4.43 -0.48 -0.96 0.25
H -4.62 -2.09 -0.26 0.59
H -3.44 -4.36 -1.25 0.83
H -2.56 -4.16 0.25 0.58
H -2.53 -5.48 -3.13 0.46
H -0.77 -6.89 -4.12 0.45
H 1.37 -7.23 -2.91 0.44
H 1.71 -6.19 -0.72 0.43
H 0.83 -5.15 1.17 0.86
H -0.81 -4.57 1.30 0.62
H 3.20 -3.98 0.60 0.63
H 3.57 -2.36 -0.03 0.41
H 2.76 -3.56 -1.08 0.39
H 1.65 -3.60 3.03 0.75
H 0.49 -2.30 3.33 0.28
H 2.18 -1.91 2.97 0.32
B 0.85 0.91 3.44 -0.03
N -0.41 0.10 3.04 0.28
C -1.24 -0.45 3.92 -0.64
C -2.36 -0.94 3.25 -1.52
C -2.13 -0.65 1.93 -1.04
N -0.94 0.01 1.80 1.40
N 2.00 0.65 2.42 0.54
C 3.29 0.80 2.73 -0.60
C 4.07 0.56 1.61 -1.76
C 3.16 0.25 0.62 -0.45
N 1.91 0.30 1.11 0.41
H 1.21 0.48 4.50 -0.15
H 0.56 2.07 3.49 -0.08
H -0.98 -0.45 4.96 0.51
H -3.21 -1.44 3.67 0.59
H -2.75 -0.82 1.07 0.98
H 3.56 1.05 3.74 0.53
H 5.15 0.59 1.53 0.61
H 3.33 -0.01 -0.41 0.67
C -0.78 8.87 -2.33 -1.00
S 0.00 7.26 -2.21 0.09
C -1.22 6.26 -3.10 -1.29
C -0.98 4.77 -2.87 -0.27
C -1.29 4.38 -1.43 -0.60
N -0.88 3.01 -1.07 0.39
P -1.77 1.59 -1.24 0.55
C -3.40 2.02 -0.57 1.61
C -3.64 1.94 0.80 -0.91
C -4.83 2.38 1.34 -1.28
C -5.80 2.94 0.53 -0.81
C -5.57 3.07 -0.84 -0.84
C -4.37 2.62 -1.38 -0.70
C -1.98 1.26 -3.00 1.16
C -3.16 0.75 -3.55 0.13
C -3.25 0.51 -4.91 -1.01
C -2.16 0.77 -5.73 -0.96
C -0.98 1.25 -5.19 -1.06
C -0.89 1.50 -3.83 -1.31
P 0.51 2.64 -0.20 1.32
C 0.49 3.59 1.32 0.93
C -0.74 3.95 1.88 -0.55
C -0.76 4.65 3.08 -0.81
C 0.43 5.00 3.70 -0.95
C 1.64 4.65 3.14 -0.89
C 1.68 3.94 1.95 -0.70
C 1.93 3.25 -1.12 1.01
C 2.66 2.43 -1.98 -0.81
C 3.63 2.98 -2.81 -1.20
C 3.87 4.34 -2.79 -0.86
C 3.15 5.17 -1.94 -0.92
C 2.18 4.62 -1.10 -0.75
H -0.12 9.59 -1.84 0.37
H -1.75 8.88 -1.82 0.29
H -0.90 9.17 -3.37 0.33
H -1.16 6.48 -4.17 0.59
H -2.22 6.55 -2.76 0.46
H 0.06 4.52 -3.10 0.14
H -1.60 4.20 -3.56 0.21
H -2.36 4.47 -1.22 0.62
H -0.78 5.06 -0.74 0.66
H -2.88 1.54 1.46 0.76
H -5.00 2.30 2.41 0.53
H -6.74 3.28 0.95 0.43
H -6.31 3.53 -1.48 0.49
H -4.20 2.76 -2.44 0.56
H -4.02 0.55 -2.93 0.46
H -4.17 0.13 -5.33 0.51
H -2.24 0.59 -6.80 0.44
H -0.12 1.43 -5.83 0.53
H 0.04 1.88 -3.42 0.58
H -1.66 3.71 1.38 0.18
H -1.71 4.94 3.51 0.54
H 0.40 5.56 4.63 0.45
H 2.57 4.93 3.63 0.51
H 2.63 3.67 1.52 0.55
H 2.48 1.37 -2.02 0.62
H 4.19 2.33 -3.47 0.58
H 4.63 4.77 -3.43 0.45
H 3.32 6.23 -1.93 0.51
H 1.62 5.29 -0.45 0.76
O 1.00 -2.36 -2.55 -0.43
Cl 1.55 -1.08 -2.76 2.09
O 1.39 -0.59 -4.07 -0.70
O 2.88 -0.97 -2.28 -0.63
O 0.69 -0.11 -1.90 -0.81
```

The highest total charge belongs to which entry? C46H57BClN5O4P2ReSSb2